C12H28BBe2ClF7InNO9 | the ωB97M-V functional and the def2-TZVPD basis

Each line ends with the Löwdin charge.
Cartesian coordinates (Å):
C: 1.64254 -2.39120 -6.87899  0.0652
C: 2.23821 -2.27730 -5.54250  -0.4108
O: 3.21740 -1.54909 -5.31017  -0.0324
O: 1.62608 -2.95877 -4.50545  0.1208
C: 2.61376 -2.83010 -3.51123  -0.5218
O: 3.60492 -3.52488 -3.50053  0.1352
C: 2.42834 -1.74058 -2.48041  -0.1673
In: 1.11055 -0.01902 -3.04160  0.6086
H: 2.41813 -2.10186 -7.57183  0.1073
H: 0.81645 -1.69070 -6.92942  0.0731
H: 1.32290 -3.40897 -7.03706  0.1120
H: 2.02610 -2.18135 -1.57936  0.0684
H: 3.45700 -1.36349 -2.35343  0.0466
H: 0.01984 0.32696 -1.71929  -0.0739
H: -0.04834 -0.34263 -4.53128  -0.3293
H: 2.18225 1.30813 -3.47235  -0.0796
Be: 4.53192 -1.70255 -4.22166  0.7417
Cl: -1.20251 -0.66348 -5.07036  0.3220
F: 4.85951 -2.68898 -6.03717  -0.4522
C: -2.98927 2.73030 0.86232  0.0168
N: -2.26681 1.95683 1.92536  -0.3526
C: -3.24757 1.04412 2.57957  0.0064
C: -1.73003 2.89937 2.93789  0.0158
C: -1.17539 1.09234 1.34411  -0.0981
C: -0.04724 1.81996 0.66886  -0.2445
O: -0.53241 2.58917 -0.42122  -0.1023
H: -3.91327 3.10945 1.29604  0.1073
H: -2.37768 3.56410 0.54779  0.0991
H: -3.20584 2.06574 0.03189  0.1128
H: -4.04065 1.64636 3.01721  0.1098
H: -2.73096 0.48498 3.34937  0.0668
H: -3.65192 0.37565 1.82430  0.1270
H: -1.06244 3.60185 2.45017  0.1060
H: -1.19917 2.32940 3.69669  0.1188
H: -2.56450 3.43559 3.38250  0.1075
H: -1.66914 0.43229 0.63207  0.1494
H: -0.78431 0.49841 2.16625  0.1213
H: 0.65507 1.07324 0.28991  0.1035
H: 0.49618 2.47679 1.35787  0.1230
H: 0.22064 3.03764 -0.81866  0.1046
O: -0.98150 -1.81356 2.74316  -0.0449
H: -1.26670 -2.71755 2.57154  0.0547
H: -1.28833 -1.64001 3.64042  0.0306
F: -1.97615 -2.74148 -3.94191  -0.8812
C: -4.13797 2.90482 6.93397  -0.0407
C: -5.08238 1.78420 7.30660  -0.3050
O: -4.79429 0.80636 6.31533  0.1463
C: -3.49896 0.98213 5.95296  -0.5498
O: -2.85401 0.18462 5.34926  0.1480
O: -3.03188 2.18139 6.37104  0.0694
F: -6.37375 2.16255 7.19539  0.0878
H: -4.56463 3.56542 6.17862  0.1438
H: -3.82519 3.49866 7.78731  0.1429
H: -4.91459 1.35784 8.29604  0.1779
Be: -3.22218 0.74497 -3.85985  0.1435
O: 6.32045 -4.47393 -3.97572  -0.2501
H: 5.40015 -4.28092 -3.78334  -0.1550
B: 7.81676 -2.59984 -1.78404  -1.2880
F: 8.70049 -3.46406 -2.41853  0.0974
F: 7.08071 -1.89017 -2.76305  0.0290
F: 6.91232 -3.32170 -0.97793  0.0619
F: 8.53330 -1.69347 -0.96351  0.0494

Cartesian forces (eV/Å) of the 6 atoms listed first:
C 0.276 0.121 0.232
C 0.166 0.486 0.885
O -2.089 0.891 0.757
O 1.933 0.626 -1.414
C 0.057 -0.787 2.743
O -1.163 0.774 -0.576

Results
HOMO-LUMO gap: 2.8 eV
Calculated total energy: -2609.4096 a.u.
HOMO: -2.708 eV
Multiplicity: 1
Net charge: -1

---

C12H28BaO16 | the ωB97M-V functional and the def2-TZVPD basis

Each line ends with the Löwdin charge.
Cartesian coordinates (Å):
Ba: -5.64069 8.14530 12.35563  2.0866
O: -7.00322 8.56622 16.84354  0.0182
C: -7.56963 7.74256 15.88522  -0.8250
O: -8.69368 7.29594 16.11913  -0.0244
O: -6.91833 7.58956 14.80905  -0.1873
H: -6.22482 8.95956 16.42375  0.0649
O: -9.65256 8.42295 10.11687  -0.0006
C: -9.33625 7.55700 11.17131  -0.8144
O: -8.12647 7.37585 11.42381  -0.1670
O: -10.31583 7.06386 11.75392  -0.0312
H: -10.58196 8.21546 9.97215  0.0774
O: -2.52953 10.98770 14.29658  0.0385
C: -3.87692 10.74892 14.45485  -0.8302
O: -4.35333 10.89115 15.59749  -0.0352
O: -4.51840 10.33912 13.45517  -0.2188
H: -2.30652 11.15070 15.22302  0.0861
O: -5.43431 3.45597 13.90766  0.0596
C: -5.06804 4.51898 13.08879  -0.7953
O: -3.85349 4.49069 12.68462  -0.0997
O: -5.89542 5.37136 12.78388  -0.0761
H: -4.61570 2.96894 13.71920  0.0819
C: -2.41341 6.35128 15.79665  -0.0899
C: -3.66371 7.05905 15.27654  -0.2718
O: -3.51421 7.22404 13.84844  -0.2376
H: -1.50228 6.94124 15.68801  0.0659
H: -2.26012 5.36069 15.36426  0.0678
H: -2.58900 6.16826 16.86648  0.0701
H: -3.75023 8.06139 15.68542  0.1101
H: -4.49428 6.39543 15.51922  0.1167
H: -3.47613 6.30068 13.52787  0.0358
C: -8.01531 11.41334 14.31086  -0.0734
C: -8.54342 10.63611 13.13835  -0.2787
O: -7.47164 10.34523 12.21550  -0.2095
H: -7.25401 10.86676 14.86823  0.0702
H: -8.83788 11.72936 14.95906  0.0738
H: -7.49033 12.33999 14.03740  0.0729
H: -9.36914 11.08952 12.57568  0.1089
H: -8.92751 9.64999 13.41040  0.1236
H: -7.07256 11.20087 12.02793  0.0706
C: -7.17186 8.94920 8.33412  -0.0828
C: -5.80744 9.54218 8.57724  -0.3089
O: -5.59666 9.60726 9.97789  -0.2070
H: -7.44734 8.84783 7.28575  0.0722
H: -7.93870 9.53199 8.85498  0.0693
H: -7.30700 8.00312 8.86785  0.0750
H: -5.72283 10.54282 8.14000  0.1085
H: -5.07377 8.86939 8.11143  0.0970
H: -4.82053 10.13120 10.19698  0.0817
C: -3.13003 4.89435 9.30854  -0.0914
C: -3.58649 6.33089 9.44516  -0.3078
O: -4.47074 6.42733 10.55118  -0.2268
H: -2.58666 4.67824 8.37994  0.0673
H: -4.01247 4.25398 9.24429  0.0864
H: -2.46729 4.57922 10.11383  0.0771
H: -4.18404 6.56718 8.55329  0.1002
H: -2.75647 7.04127 9.42000  0.1120
H: -4.53927 5.52488 10.90395  0.0445

Cartesian forces (eV/Å) of the 6 atoms listed first:
Ba -1.708 -0.580 1.251
O 0.379 0.236 0.309
C -1.179 -0.345 -1.494
O 0.297 0.086 0.789
O 0.913 0.583 0.100
H 0.017 -0.051 -0.011

Results
HOMO-LUMO gap: 5.9 eV
Calculated total energy: -1703.6905 a.u.
HOMO: -2.096 eV
Multiplicity: 1
Net charge: -2
Energy relative to the best compared isomer or geometry (same formula, charge and spin): 0.0000 eV

---

C12H28Cl6O2 | the ωB97M-V functional and the def2-TZVPD basis

Each line ends with the Löwdin charge.
Cartesian coordinates (Å):
Cl: -2.79714 -2.45767 -2.96424  0.5367
C: -4.20772 -1.59920 -3.79618  -0.5625
C: -3.92270 -1.54692 -5.29177  -0.4793
Cl: -5.31829 -0.76844 -6.04808  0.9478
H: -4.24404 -0.58198 -3.40625  0.0442
H: -5.12500 -2.13995 -3.56320  0.0472
H: -3.79688 -2.52603 -5.75396  0.0884
H: -3.08785 -0.88172 -5.51236  0.0821
Cl: -10.96705 1.53913 -3.17339  0.5392
C: -9.27026 1.08626 -3.56649  -0.7062
C: -8.78776 1.72730 -4.85815  -0.7377
Cl: -8.75055 3.50194 -4.88805  0.5727
H: -9.11039 0.00850 -3.59796  -0.0485
H: -8.66785 1.50719 -2.76149  0.0698
H: -9.32146 1.45421 -5.76846  0.0277
H: -7.76648 1.35680 -4.94664  -0.0320
Cl: -9.26918 -0.80934 -5.56922  0.7681
C: -7.76978 -0.91703 -4.69462  -0.7224
C: -7.81003 -2.26883 -4.02032  -0.6201
Cl: -9.17197 -2.43530 -2.88827  0.5912
H: -7.59880 -0.02232 -4.09598  0.0520
H: -6.97793 -0.97445 -5.44146  -0.0345
H: -6.87918 -2.47190 -3.49081  0.0449
H: -7.93289 -3.12054 -4.68934  0.0730
C: -1.36051 2.59359 -4.75629  -0.0540
C: -0.86490 3.83805 -5.56597  -0.4372
C: -1.52829 3.95152 -6.95165  -0.0559
O: -1.16956 5.03424 -4.81603  -0.0563
H: -2.44934 2.63819 -4.78011  0.0173
H: -1.12205 2.62505 -3.69316  0.0821
H: -1.19323 1.61375 -5.20355  0.0775
H: 0.21797 3.71703 -5.59527  0.1283
H: -1.32902 3.10714 -7.61150  0.0800
H: -1.28736 4.91835 -7.39358  0.0820
H: -2.61535 3.90382 -6.88743  0.0683
H: -1.98341 5.40062 -5.16962  0.0767
C: -5.56129 1.63357 -3.06039  0.0120
C: -5.83660 1.74406 -4.53754  -0.4028
C: -4.65696 1.52263 -5.38316  -0.1435
O: -6.55808 0.59298 -4.99696  -0.4689
H: -5.57886 0.60020 -2.71409  0.0857
H: -6.35662 2.23425 -2.61909  0.0856
H: -4.67474 2.16117 -2.70857  0.0996
H: -6.31222 2.65021 -4.91275  0.1124
H: -3.88074 2.28333 -5.29985  0.0599
H: -4.82070 1.34739 -6.44644  0.0847
H: -4.18579 0.60388 -5.03392  0.0184
H: -6.26609 0.37467 -5.88504  -0.0936

Cartesian forces (eV/Å) of the 6 atoms listed first:
Cl -0.978 0.583 -0.561
C 1.065 -0.400 0.102
C 0.451 -0.432 0.229
Cl 5.721 -9.301 -5.536
H 0.068 -0.381 0.138
H 0.415 0.047 -0.019

Results
HOMO-LUMO gap: 9.3 eV
Calculated total energy: -3385.2396 a.u.
HOMO: -9.163 eV
Multiplicity: 1

---

C12H28ClN4O4Pt | the ωB97M-V functional and the def2-TZVPD basis

Each line ends with the Mulliken spin population.
Cartesian coordinates (Å):
Pt: 1.29428 1.77067 3.58102  2.9353
Cl: 0.72730 0.90399 1.24140  0.0174
C: 2.30159 -1.97681 5.77737  -0.0008
C: 1.31374 -1.42233 4.86965  0.0045
O: 1.29497 -0.24424 4.49810  0.0178
N: 0.60425 -2.35138 4.23302  -0.0026
C: -0.17976 -2.05462 3.07338  -0.0114
H: 3.33116 -2.03725 5.42461  0.0001
H: 1.97642 -2.92269 6.21058  -0.0001
H: 2.33104 -1.24153 6.58149  -0.0001
H: 0.76800 -3.31757 4.47749  0.0009
H: -0.70666 -2.96967 2.80287  -0.0014
H: 0.36271 -1.76528 2.17333  0.0016
H: -0.95230 -1.31566 3.28603  0.0060
C: 1.62067 -0.88407 -4.63005  0.0002
C: 0.84097 -0.33724 -3.48151  0.0018
O: -0.19052 0.28420 -3.69102  0.0002
N: 1.24350 -0.48364 -2.22914  -0.0084
C: 2.39761 -1.21396 -1.83930  -0.0009
H: 1.26416 -0.44241 -5.56061  -0.0001
H: 1.54921 -1.96705 -4.73067  0.0000
H: 2.69295 -0.69669 -4.57327  0.0001
H: 0.81152 0.03205 -1.47577  0.0210
H: 3.32986 -0.75067 -2.16232  -0.0007
H: 2.32254 -2.19061 -2.31744  0.0002
H: 2.29867 -1.44393 -0.77843  0.0050
C: -3.03948 0.04751 1.72061  -0.0002
C: -2.79472 -1.05889 0.75785  0.0030
O: -3.57452 -2.00365 0.85608  0.0001
N: -1.73536 -0.97405 -0.04405  -0.0055
C: -1.46448 -1.91331 -1.09274  0.0028
H: -2.36610 0.89550 1.59588  0.0016
H: -3.12202 -0.25694 2.76397  0.0028
H: -3.99260 0.42856 1.35393  -0.0005
H: -1.03539 -0.29004 0.20551  0.0150
H: -0.37799 -1.97770 -1.03367  -0.0008
H: -1.81458 -1.62694 -2.08446  0.0000
H: -1.78845 -2.94412 -0.94927  0.0002
C: 0.37897 4.14932 -3.14658  0.0000
C: -0.57663 4.67346 -2.13023  0.0006
O: -0.77644 5.90037 -2.08838  0.0001
N: -1.25010 3.82981 -1.34333  0.0006
C: -1.25618 2.34449 -1.34897  -0.0006
H: 1.31980 4.69400 -3.22554  0.0000
H: -0.13168 4.11678 -4.10901  0.0000
H: 0.62899 3.11834 -2.89620  -0.0001
H: -1.86705 4.25356 -0.66517  -0.0002
H: -1.91951 1.83884 -2.05069  -0.0001
H: -1.79270 1.97135 -0.47662  -0.0054
H: -0.29969 1.82215 -1.32971  0.0011

Cartesian forces (eV/Å) of the 6 atoms listed first:
Pt -0.294 -0.099 -1.108
Cl 0.374 0.311 0.867
C 0.536 0.529 2.573
C 0.481 -0.584 -2.823
O -0.143 0.020 0.840
N -0.083 -0.098 0.106

Results
Expectation value of S²: 3.755
HOMO-LUMO gap (spin up / spin down): 8.2 / 6.1 eV
Calculated total energy: -1573.4178 a.u.
HOMO (spin up / spin down): -8.174 / -8.916 eV
Multiplicity: 4

---

- What is the calculated total energy in the fourth record?
  -1573.4178 a.u.